Record 1
DFT (the ωB97M-V functional and the def2-TZVPD basis) results for a cluster of 14 separate species, C22H44Cl6N11O26 in total at a distorted geometry.

Calculated values
- LUMO energy: 0.238 eV
- E: -168244.2470 eV
- Max |F|: 4.6 eV/A

```
! RIJCOSX wB97M-V def2-TZVPD def2/J DEFGRID3
* xyz -1 1
C -2.778 2.712 -1.088
C -2.861 1.190 -1.250
N -1.735 0.571 -0.561
C -1.580 0.391 0.799
C -0.279 -0.052 1.049
N 0.325 -0.255 -0.180
C -0.551 0.173 -1.155
C 1.655 -0.664 -0.484
H -3.619 3.208 -1.571
H -1.821 3.131 -1.400
H -2.798 2.898 -0.014
H -3.055 0.845 -2.266
H -3.810 0.858 -0.828
H -2.393 0.488 1.504
H 0.260 -0.349 1.937
H -0.461 0.359 -2.215
H 1.757 -1.702 -0.165
H 2.340 -0.054 0.106
H 1.967 -0.558 -1.523
Cl -4.796 3.248 -9.126
O -4.314 3.345 -7.774
O -5.874 2.321 -9.139
O -5.238 4.432 -9.700
O -3.795 2.743 -9.947
Cl -3.789 -3.548 -6.400
O -3.253 -4.248 -7.508
O -2.915 -2.466 -6.075
O -5.124 -3.104 -6.718
O -3.928 -4.452 -5.308
C 2.941 1.595 9.288
Cl 1.878 1.970 10.668
Cl 2.817 2.929 8.191
Cl 4.651 1.609 9.772
Cl 2.356 0.141 8.406
C -8.970 5.680 -0.030
N -8.986 7.013 -0.649
O -9.881 7.277 -1.424
O -8.129 7.778 -0.321
H -9.803 5.707 0.672
H -8.027 5.662 0.517
H -8.986 4.857 -0.744
C 8.186 -3.637 -3.746
N 7.518 -4.947 -3.460
O 7.792 -5.894 -4.209
O 6.665 -5.063 -2.584
H 9.103 -3.875 -4.285
H 8.465 -3.099 -2.840
H 7.607 -3.043 -4.452
C 1.609 -6.763 -4.465
N 1.150 -7.038 -3.064
O 1.008 -6.079 -2.338
O 0.939 -8.207 -2.796
H 2.110 -7.666 -4.815
H 2.285 -5.910 -4.407
H 0.731 -6.458 -5.034
C -4.508 -1.082 8.262
N -3.761 -2.303 7.829
O -3.577 -3.235 8.636
O -3.418 -2.319 6.695
H -5.230 -0.710 7.534
H -3.797 -0.262 8.359
H -5.077 -1.304 9.164
C -2.620 6.871 3.894
N -2.871 5.560 4.498
O -1.997 5.035 5.138
O -3.988 5.084 4.361
H -2.358 6.720 2.847
H -1.902 7.350 4.561
H -3.507 7.500 3.970
C 8.893 -1.156 5.204
N 7.874 -0.441 4.388
O 8.021 -0.393 3.158
O 6.928 0.098 4.988
H 9.352 -0.517 5.958
H 9.709 -1.427 4.534
H 8.304 -1.957 5.650
C -4.891 -5.627 1.071
N -5.961 -4.585 0.865
O -5.857 -3.525 1.444
O -6.962 -4.889 0.213
H -3.959 -5.062 1.040
H -4.740 -6.318 0.242
H -5.056 -6.132 2.023
C 2.321 -0.417 -8.980
N 2.743 -0.375 -7.523
O 3.256 -1.392 -7.130
O 2.468 0.587 -6.813
H 3.254 -0.581 -9.519
H 1.894 0.579 -9.104
H 1.662 -1.265 -9.164
C 3.850 -7.661 2.982
N 3.178 -6.478 3.629
O 3.884 -5.517 3.929
O 2.017 -6.630 3.939
H 4.861 -7.402 2.668
H 3.130 -7.765 2.170
H 3.810 -8.583 3.562
C 2.120 7.634 0.637
C 1.887 7.094 -0.666
C 2.386 5.837 -0.996
C 3.038 5.099 0.003
C 3.090 5.559 1.297
C 2.656 6.856 1.611
H 1.691 8.578 0.940
H 1.481 7.610 -1.523
H 2.232 5.376 -1.961
H 3.443 4.110 -0.153
H 3.309 4.953 2.164
H 2.729 7.217 2.626
*
```

Record 2
DFT (the ωB97M-V functional and the def2-TZVPD basis) results for a structure of composition C22H44IrN3PS4.

Calculated values
- LUMO energy (alpha / beta): -9.784 / -14.772 eV
- E: -83427.4007 eV
- Relative energy (zero: lowest compared OMol25 entry of this formula, charge and spin): 0.0 kcal/mol
- Max |F|: 0.4 eV/A

```
! RIJCOSX wB97M-V def2-TZVPD def2/J DEFGRID3
* xyz 4 6
Ir -0.919 1.875 1.105
C 0.753 3.770 -1.764
C 1.830 3.559 -0.690
S 1.358 2.869 0.933
C 1.035 4.325 1.964
C -0.174 5.168 1.586
S -1.673 4.186 1.238
C -2.418 5.127 -0.123
C -1.833 4.926 -1.534
S -0.103 5.357 -1.725
H 0.019 2.966 -1.774
H 1.261 3.774 -2.736
H 2.397 4.469 -0.486
H 2.543 2.831 -1.078
H 1.935 4.942 1.952
H 0.942 3.918 2.972
H 0.034 5.777 0.700
H -0.419 5.853 2.400
H -2.372 6.173 0.184
H -3.470 4.841 -0.148
H -2.369 5.608 -2.204
H -1.985 3.910 -1.896
N -1.839 0.829 -0.622
H -2.595 0.229 -0.292
H -1.176 0.210 -1.086
H -2.248 1.417 -1.343
C -1.976 1.006 5.883
C -1.972 1.734 4.527
C -1.177 3.035 4.650
P -1.427 0.643 3.152
C 0.036 -0.399 3.538
C -0.229 -1.544 4.527
C 1.221 0.455 3.997
C -2.858 -0.388 2.605
C -3.766 -0.912 3.726
C -2.391 -1.532 1.697
H -2.533 1.618 6.593
H -0.963 0.901 6.269
H -2.444 0.027 5.856
H -3.004 1.975 4.247
H -0.125 2.847 4.867
H -1.579 3.613 5.483
H -1.263 3.659 3.759
H 0.274 -0.843 2.564
H -0.376 -1.176 5.540
H 0.648 -2.191 4.539
H -1.083 -2.159 4.255
H 1.052 0.863 4.993
H 1.443 1.278 3.313
H 2.112 -0.171 4.052
H -3.461 0.323 2.022
H -3.247 -1.612 4.379
H -4.599 -1.447 3.267
H -4.190 -0.112 4.330
H -1.963 -2.344 2.283
H -1.628 -1.234 0.971
H -3.244 -1.946 1.159
N 0.583 -4.699 -6.037
C 1.502 -4.412 -5.115
S 1.335 -3.319 -3.889
N 2.708 -5.146 -5.180
C 3.368 -5.697 -6.224
C 4.469 -6.552 -5.907
C 5.171 -7.163 -6.910
C 4.826 -6.924 -8.251
C 3.776 -6.043 -8.575
C 3.050 -5.430 -7.590
H -0.298 -4.213 -5.997
H 0.621 -5.544 -6.585
H 3.159 -5.212 -4.274
H 4.718 -6.735 -4.869
H 5.987 -7.830 -6.672
H 5.383 -7.408 -9.042
H 3.554 -5.835 -9.613
H 2.285 -4.712 -7.842
*
```

Record 3
DFT (the ωB97M-V functional and the def2-TZVPD basis) results for a cluster of 4 separate species, C22H44N4O6P in total at a distorted geometry.

Calculated values
- LUMO energy: -3.018 eV
- E: -51055.0808 eV
- Max |F|: 2.3 eV/A

```
! RIJCOSX wB97M-V def2-TZVPD def2/J DEFGRID3
* xyz 1 1
C 1.681 -1.912 0.309
C 3.071 -2.393 -0.036
O 3.363 -3.550 -0.169
O 3.989 -1.398 -0.159
C 3.788 -0.517 -1.270
C 3.851 0.961 -0.866
C 2.596 1.783 -1.237
C 2.159 2.667 -0.062
C 0.718 3.207 -0.199
N -0.225 2.520 0.708
C -1.270 3.259 1.224
N -1.056 4.115 2.181
N -2.492 2.979 0.664
C -2.340 1.696 -0.021
N -2.666 1.894 -1.405
C -2.666 0.887 -2.204
C -2.252 1.073 -3.630
C -3.122 -0.498 -1.844
C -0.855 1.262 0.296
P -0.890 0.314 1.886
O -2.008 0.764 2.746
H 1.188 -1.597 -0.610
H 1.110 -2.686 0.808
H 1.792 -1.026 0.939
H 2.847 -0.704 -1.791
H 4.572 -0.740 -1.992
H 4.674 1.395 -1.434
H 4.088 1.092 0.188
H 2.823 2.439 -2.076
H 1.771 1.134 -1.546
H 2.823 3.530 -0.038
H 2.212 2.120 0.879
H 0.743 4.255 0.096
H 0.375 3.128 -1.231
H -0.120 4.191 2.548
H -1.780 4.677 2.599
H -2.677 3.746 0.016
H -2.950 0.933 0.470
H -3.125 0.913 -4.271
H -1.549 0.287 -3.898
H -1.865 2.070 -3.810
H -2.433 -1.260 -2.208
H -3.339 -0.611 -0.790
H -4.048 -0.645 -2.404
H -0.402 0.708 -0.520
H 0.384 0.564 2.430
H -0.935 -1.062 1.596
C 3.552 0.606 4.425
C 4.483 0.017 3.392
O 4.415 0.328 2.224
C 5.502 -0.979 3.881
H 2.872 1.307 3.943
H 2.973 -0.184 4.904
H 4.125 1.135 5.187
H 5.000 -1.834 4.338
H 6.154 -0.514 4.622
H 6.102 -1.324 3.044
C 0.741 -3.781 -4.760
C 0.876 -3.708 -3.261
O 0.270 -2.879 -2.611
C 1.798 -4.700 -2.608
H 0.052 -3.013 -5.107
H 1.713 -3.625 -5.230
H 0.359 -4.759 -5.053
H 2.810 -4.568 -2.991
H 1.466 -5.719 -2.818
H 1.806 -4.545 -1.535
C -7.029 -1.516 1.859
C -6.236 -0.492 1.090
O -5.411 -0.816 0.264
C -6.517 0.959 1.394
H -6.732 -2.515 1.547
H -6.843 -1.406 2.928
H -8.095 -1.385 1.669
H -6.311 1.167 2.445
H -7.563 1.189 1.185
H -5.883 1.590 0.774
*
```

Question: The lowest max |F| belongs to which entry?
Answer: C22H44IrN3PS4